# 1
23
Properties=species:S:1:pos:R:3 method="wB97M-V/def2-TZVPD" orbital_gap_ev=10.09 e_lumo_ev=0.8 total_charge=0 largest_force_ev_per_a=2.60 molar_mass_g_mol=130.191 homo_ev=-9.2499 smiles="C/N=N/[C@@H](C)C(C)(C)O" e_tot_ha=-421.7177 relative_energy_ev=2.247
H -0.69803 1.85485 -0.37525
H 0.52400 -1.16625 1.31938
N -1.87254 -1.20380 -0.00163
C -3.26374 -0.88714 -0.08619
C 0.96687 0.75988 0.47973
H 0.56408 -0.93003 -1.76327
H 0.53995 1.38702 -1.55194
H -0.12511 1.34076 1.97903
H -3.50101 0.10236 0.31747
H 2.69686 0.30697 -0.75744
C 0.22643 -0.60738 0.42074
H -3.57362 -0.96459 -1.12597
H -0.06423 -2.35337 -0.90633
H 2.95114 1.55378 0.47253
H 2.86850 -0.13703 0.95561
O 0.82127 1.26809 1.79671
H -3.80401 -1.64715 0.48478
C 0.37419 1.74269 -0.53582
C 0.60988 -1.50529 -0.84404
C 2.46994 0.60134 0.26304
H 1.61118 -1.88879 -0.69957
N -1.17607 -0.33840 0.58034
H 0.85406 2.71149 -0.42193

=====

# 2
23
Properties=species:S:1:pos:R:3 method="wB97M-V/def2-TZVPD" orbital_gap_ev=8.68 e_lumo_ev=0.8 total_charge=0 largest_force_ev_per_a=1.22 molar_mass_g_mol=130.191 homo_ev=-7.9109 smiles="C=C(C)NC.CC(N)=O" e_tot_ha=-421.7603 relative_energy_ev=1.087
H -1.43281 -0.91366 -3.55511
H 1.04913 2.39252 1.56726
H -2.16238 1.57715 -0.41862
C 1.23570 1.96846 0.57566
H -0.60143 -1.58725 0.51131
H -0.37298 -1.31422 -2.17296
H 2.26644 0.60749 2.73263
H 0.70596 2.59048 -0.15283
O -0.86955 1.44164 -2.47513
C 0.32320 -1.73884 1.07813
H 0.98205 -2.38567 0.49123
H 1.91288 -1.15843 3.13877
H 2.30565 2.01407 0.35444
H 0.64118 0.29601 -0.47419
C -1.46163 0.50004 -1.96470
N -2.23034 0.66358 -0.85139
H -2.13412 -1.54588 -2.05133
C -1.34648 -0.91100 -2.46565
H -2.35693 -0.10700 -0.20869
H 0.04320 -2.26140 1.99972
C 0.99801 -0.42139 1.37621
N 0.74749 0.60721 0.48973
C 1.75777 -0.31389 2.47548

=====

# 3
23
Properties=species:S:1:pos:R:3 method="wB97M-V/def2-TZVPD" orbital_gap_ev=9.60 e_lumo_ev=0.9 total_charge=0 largest_force_ev_per_a=3.97 molar_mass_g_mol=130.191 homo_ev=-8.6938 e_tot_ha=-421.6341 relative_energy_ev=4.522
N -1.54933 0.30549 1.24589
H 0.29007 -2.11237 -1.91815
H -1.89034 0.99960 1.90285
C -0.29631 -1.65788 -1.10688
H -1.26411 -1.35550 -1.54065
H 1.35478 -0.01699 -3.00315
H 0.13043 -2.17651 2.35678
H 1.57664 1.75103 -2.83349
H -1.22405 1.11545 0.07837
C 0.75385 0.35756 2.12948
H 0.57383 0.86433 3.08110
C -0.44534 -0.46765 1.75471
O 0.37594 -0.58915 -0.50858
H -0.50071 -2.42418 -0.34860
N -0.69547 -1.67653 2.04244
C 0.28362 0.87907 -1.40711
H -2.30209 -0.31639 0.97344
H 0.95925 1.10326 1.36667
H -0.92333 2.62550 -1.44135
C 1.46152 0.80856 -2.29549
C -0.65436 1.66524 -1.04051
H 2.35900 0.60157 -1.71328
H 1.62652 -0.28350 2.22550

=====

# 4
23
Properties=species:S:1:pos:R:3 method="wB97M-V/def2-TZVPD" orbital_gap_ev="6.88 / 6.86" e_lumo_ev="0.2 / 0.2" total_charge=0 largest_force_ev_per_a=2.34 molar_mass_g_mol=130.191 homo_ev="-6.6639 / -6.6546" e_tot_ha=-421.5762 relative_energy_ev=6.097
H -1.53483 -1.91007 -2.75267
H 1.68478 -0.40822 0.99428
H -1.45063 2.51908 1.28259
C -1.43858 -2.34031 -1.76473
C -0.37416 2.35531 1.38569
O -0.67256 0.02550 1.98396
H 2.04764 1.25984 0.55463
H 1.76542 0.84209 2.25952
H -2.25259 -2.94909 -1.40009
C 1.34498 -0.70826 -2.09107
N 0.96518 -1.80550 -1.64421
H -1.61814 0.21573 1.98670
H 0.14838 3.03660 0.71480
C -0.32240 -2.07579 -0.99600
H -0.50247 -0.80669 -0.52175
H -0.18634 -2.65602 -0.08526
C -0.01936 0.90164 1.06287
H -1.30592 0.94708 -0.57959
N -0.40757 0.56396 -0.30672
H -0.09777 2.58762 2.41397
H 0.42856 0.48600 -1.15443
C 1.47113 0.63201 1.23324
H 2.32726 -0.71251 -2.57572